Computed, not measured: a molecular structure, C54H110N6O4, with ωB97M-V/def2-TZVPD.

```
174
Properties=species:S:1:pos:R:3
C -8.1449 30.9955 35.2460
C -7.0081 30.5056 34.6288
C -5.8114 31.4058 34.3602
O -4.6958 30.9819 33.8443
C -5.7718 32.6962 34.8554
C -6.9403 33.2112 35.6334
C -8.2455 32.3458 35.7975
O -9.2445 32.7771 36.3701
O -6.9798 34.4360 36.0736
O -7.0602 29.2600 34.2705
H -9.0564 30.4235 35.3371
H -4.9002 33.2993 34.6485
C -10.6337 31.2505 33.4595
C -9.5278 31.7817 32.4861
C -8.9897 33.2004 32.9277
N -8.0194 33.7653 31.7942
C -8.7916 33.9878 30.4552
C -6.6739 32.8886 31.6815
C -5.5769 33.9028 31.7306
C -6.0197 34.8924 32.7764
C -7.5186 35.1701 32.3183
H -10.7401 30.1683 33.5342
H -11.6028 31.7471 33.4111
H -10.2356 31.3782 34.4662
H -9.8739 31.6647 31.4591
H -8.7085 31.0629 32.4958
H -8.4288 33.1615 33.8615
H -9.8533 33.8628 32.9878
H -8.8353 32.9674 30.0746
H -8.3742 34.5347 29.6097
H -9.7402 34.4893 30.6466
H -6.8072 32.3882 30.7224
H -6.6344 32.2104 32.5338
H -5.6066 34.3368 30.7312
H -4.5874 33.5115 31.9666
H -5.4761 35.8337 32.8580
H -5.9484 34.5569 33.8110
H -7.6365 35.7676 31.4143
H -8.2591 35.4948 33.0492
C -9.1728 34.1003 39.3563
C -8.9637 34.3853 37.8668
C -9.6258 35.6712 37.4528
N -9.2148 36.1216 36.0125
C -9.4405 34.9464 35.0380
C -7.8072 36.7840 35.9832
C -8.1288 38.3431 36.0760
C -9.6230 38.5007 36.1759
C -10.1220 37.2153 35.4725
H -9.9516 34.7042 39.8220
H -8.2732 34.4340 39.8736
H -9.4327 33.0660 39.5817
H -9.4495 33.5754 37.3227
H -7.8880 34.4509 37.7030
H -9.2886 36.5870 37.9383
H -10.7102 35.5613 37.4467
H -8.9492 35.1051 34.0781
H -10.5114 34.9624 34.8353
H -9.0433 33.9645 35.2953
H -7.3282 36.4094 35.0786
H -7.1996 36.5521 36.8579
H -7.7183 39.0032 35.3119
H -7.5981 38.5711 37.0003
H -9.9977 39.4405 35.7703
H -9.8848 38.4966 37.2340
H -10.0814 37.2303 34.3833
H -11.1382 36.9523 35.7662
C -2.1943 37.8870 38.7011
C -3.4526 37.3044 38.1875
C -3.3056 35.9415 37.4977
N -4.5154 35.2342 36.8341
C -5.2647 36.2902 35.9773
C -5.3870 34.5132 37.9387
C -4.9825 32.9978 38.0015
C -4.1314 32.7350 36.7631
C -4.1591 34.0022 35.9372
H -2.3725 38.8846 39.1025
H -1.5919 38.0708 37.8114
H -1.7410 37.2290 39.4424
H -3.7311 37.9968 37.3930
H -4.2175 37.3128 38.9640
H -3.1113 35.1548 38.2267
H -2.5690 36.0872 36.7075
H -5.7292 36.9902 36.6718
H -5.8589 35.9174 35.1430
H -4.5074 36.9284 35.5222
H -6.3962 34.3992 37.5430
H -5.5183 35.1840 38.7878
H -5.8690 32.3781 37.8666
H -4.3582 32.8660 38.8853
H -4.2696 31.8345 36.1646
H -3.1268 32.7337 37.1862
H -4.9677 34.0055 35.2063
H -3.2820 34.2587 35.3430
C -3.6036 26.7740 34.8291
C -4.4398 27.1226 33.5268
C -4.4702 28.6185 33.2333
N -4.9620 29.0275 31.8686
C -6.4841 29.3375 32.0360
C -4.8501 27.9600 30.7912
C -4.9456 28.6854 29.5275
C -4.6331 30.1772 29.8345
C -4.2237 30.2972 31.2644
H -3.0280 25.8787 35.0640
H -4.2486 27.0673 35.6574
H -2.8904 27.5544 35.0943
H -5.4119 26.6309 33.4904
H -3.7579 26.7603 32.7575
H -3.4106 28.8050 33.0579
H -4.7439 29.3121 34.0283
H -6.8724 28.4416 32.5204
H -6.9158 29.5365 31.0552
H -6.5353 30.2134 32.6826
H -5.5936 27.1728 30.9163
H -3.7969 27.7348 30.9587
H -5.9688 28.4018 29.2811
H -4.2390 28.4269 28.7388
H -5.5386 30.7475 29.6274
H -3.9014 30.5416 29.1135
H -4.3643 31.2118 31.8404
H -3.1589 30.0643 31.2680
C -1.7976 30.4074 34.8397
C -2.3125 30.3591 36.2922
C -3.2647 29.0793 36.3294
N -4.1895 29.0006 37.5766
C -3.3218 28.7256 38.6977
C -5.2321 27.9661 37.3597
C -6.5101 28.7036 36.9854
C -6.3682 30.1378 37.6330
C -4.9180 30.3848 37.7208
H -2.5483 30.8690 34.1982
H -1.5390 29.4150 34.4704
H -0.8855 30.9956 34.7383
H -2.8253 31.3203 36.2588
H -1.4830 30.3419 36.9991
H -2.7183 28.1530 36.1518
H -3.9621 29.2041 35.5011
H -2.5720 29.4799 38.9365
H -2.8318 27.7858 38.4432
H -3.9413 28.5289 39.5726
H -5.3724 27.4228 38.2942
H -4.9758 27.3755 36.4802
H -7.3729 28.2668 37.4882
H -6.7510 28.9226 35.9452
H -6.6407 30.0990 38.6877
H -6.8413 30.9054 37.0207
H -4.5598 30.9932 38.5512
H -4.7434 31.1234 36.9384
C -12.3858 30.7210 35.0701
C -11.0021 30.4812 35.7855
C -11.1565 29.6522 37.0466
N -9.8143 29.0794 37.5874
C -9.2102 27.9178 36.7864
C -10.1260 28.5593 38.9888
C -10.0407 29.9233 39.8680
C -9.2223 30.9099 39.0195
C -8.6807 30.0852 37.8260
H -12.3911 31.4830 34.2908
H -13.1357 31.0456 35.7915
H -12.7252 29.7668 34.6673
H -10.6801 31.4610 36.1381
H -10.2148 30.1041 35.1328
H -11.7766 28.8104 36.7383
H -11.6847 30.1538 37.8574
H -10.0645 27.4880 36.2633
H -8.6093 27.1990 37.3436
H -8.7058 28.3303 35.9126
H -9.3500 27.8768 39.3353
H -11.0746 28.0293 38.9032
H -9.4868 29.5385 40.7243
H -10.9793 30.2534 40.3131
H -8.4457 31.5267 39.4716
H -9.8654 31.7581 38.7851
H -7.7637 29.5308 38.0258
H -8.5230 30.6639 36.9159
```

The value obtained for the HOMO-LUMO gap is 6.37 eV. As for the calculated total energy: -74848.683 eV. Its charge is +4.

=====

Computed, not measured: 6 unconnected molecules or ions with the total composition C54H114N6O6, with ωB97M-V/def2-TZVPD.

```
180
Properties=species:S:1:pos:R:3
C 1.9446 1.5437 -2.1561
C 1.5420 1.7500 -0.6907
C 1.3460 3.2508 -0.4400
C 0.0617 3.7772 -1.0784
C -1.1686 3.0248 -0.6056
C -1.0256 1.4932 -0.7082
N 0.3149 1.0433 -0.3672
O 0.4489 -0.3517 -0.3983
C -2.0567 0.8585 0.1979
C -1.3215 1.0394 -2.1470
C 2.6368 1.2856 0.2588
H 1.4963 2.2937 -2.8164
H 1.6167 0.5681 -2.5107
H 3.0044 1.7599 -2.3185
H 1.3288 3.5020 0.6174
H 2.1286 3.7453 -1.0203
H 0.0883 3.7778 -2.1638
H -0.0146 4.7838 -0.6529
H -1.9734 3.2989 -1.2921
H -1.4595 3.2525 0.4224
H -1.8073 1.0251 1.2515
H -3.0863 1.1206 -0.0586
H -2.1137 -0.2384 0.1707
H -0.7263 1.5891 -2.8783
H -1.1488 -0.0294 -2.2733
H -2.3712 1.2110 -2.4093
H 3.0333 0.3432 -0.1225
H 2.1964 1.1276 1.2343
H 3.4215 2.0360 0.3517
H 0.4673 -0.6138 -1.3383
C 7.0208 -2.6009 4.7684
C 6.1688 -1.8955 5.8368
C 6.5376 -0.4115 5.7466
C 5.5378 0.4860 6.4420
C 4.2039 0.2830 5.7386
C 3.7054 -1.1565 5.8795
N 4.7620 -2.0894 5.5209
O 4.4062 -3.4523 5.4954
C 3.3414 -1.3562 7.3764
C 2.4773 -1.3679 5.0224
C 6.5134 -2.4354 7.2312
H 7.1535 -3.6657 4.9722
H 7.9998 -2.1518 4.5948
H 6.4875 -2.5317 3.8164
H 7.5706 -0.3690 6.1237
H 6.7339 -0.0773 4.7187
H 5.8046 1.5445 6.3022
H 5.5365 0.3811 7.5281
H 4.2916 0.5834 4.6924
H 3.4197 0.8724 6.2197
H 3.2775 -0.4285 7.9515
H 2.3608 -1.8278 7.5128
H 4.0140 -2.0291 7.9004
H 1.8439 -2.2139 5.3095
H 1.8726 -0.4682 4.9268
H 2.7015 -1.6680 3.9927
H 5.8578 -3.2643 7.4880
H 6.3952 -1.7119 8.0476
H 7.5799 -2.6728 7.2840
H 3.9116 -3.5590 4.6736
C -5.1508 -4.6783 2.5771
C -3.8163 -4.6230 3.3891
C -2.6903 -5.1434 2.5168
C -2.1963 -4.1466 1.4847
C -1.8235 -2.8561 2.1763
C -2.9843 -2.2625 2.9450
N -3.5284 -3.2581 3.8360
O -4.5273 -2.7242 4.6710
C -2.3448 -1.1753 3.7784
C -4.0750 -1.6530 2.0519
C -4.0059 -5.5143 4.6207
H -4.9163 -4.4042 1.5456
H -5.8327 -3.8955 2.9109
H -5.6404 -5.6454 2.6335
H -1.8836 -5.5659 3.1264
H -3.0634 -6.0323 1.9915
H -2.9869 -4.0150 0.7329
H -1.3684 -4.5064 0.8657
H -1.4596 -2.0713 1.5048
H -0.9327 -3.0392 2.7879
H -3.0526 -0.4580 4.2194
H -1.8301 -1.5098 4.6866
H -1.6336 -0.5135 3.2734
H -3.9590 -0.7619 1.4394
H -4.3598 -2.4609 1.3679
H -4.9570 -1.5126 2.6817
H -4.6802 -5.0396 5.3362
H -3.0559 -5.5643 5.1698
H -4.3964 -6.4952 4.3734
H -4.2130 -2.9258 5.5589
C -3.2412 4.3767 4.8650
C -2.5234 3.8411 3.6290
C -1.9650 5.0598 2.8514
C -0.6258 5.5352 3.3910
C 0.3527 4.3690 3.4321
C -0.1368 3.2005 4.2627
N -1.5027 2.8597 3.8847
O -1.9703 1.7099 4.5656
C 0.6861 1.9345 4.0404
C -0.0643 3.5685 5.7638
C -3.5954 3.2414 2.7275
H -2.8180 5.2246 5.4346
H -3.1901 3.6014 5.6392
H -4.2513 4.7547 4.6930
H -1.8348 4.8142 1.7938
H -2.6981 5.8540 2.9850
H -0.7345 5.8915 4.4208
H -0.1894 6.3325 2.7871
H 1.3778 4.6522 3.6947
H 0.5479 3.9755 2.4149
H 0.2971 1.1292 4.6632
H 0.5556 1.5739 3.0124
H 1.7441 2.1093 4.2441
H 0.8798 4.0012 6.0984
H -0.8731 4.2533 6.0222
H -0.2613 2.6874 6.3840
H -4.1341 2.4686 3.2960
H -3.1875 2.7233 1.8584
H -4.3804 3.9504 2.4669
H -1.9457 1.0734 3.8427
C 4.3881 1.1980 -6.7606
C 3.1307 1.6565 -7.4665
C 1.9470 0.8707 -6.9319
C 0.5852 1.4587 -7.2436
C 0.6152 2.8724 -6.6995
C 1.6750 3.7815 -7.3109
N 2.9390 3.0765 -7.2810
O 4.0021 3.8569 -7.8357
C 1.2604 4.1819 -8.7375
C 1.6881 5.0636 -6.4832
C 3.3061 1.3234 -8.9687
H 5.3021 1.6410 -7.1506
H 4.5073 0.1113 -6.7631
H 4.2850 1.4367 -5.6935
H 1.9735 -0.1715 -7.2795
H 2.0893 0.7180 -5.8496
H -0.2181 0.8890 -6.7821
H 0.4582 1.5183 -8.3277
H 0.6593 2.8665 -5.6066
H -0.3421 3.3567 -6.9333
H 1.8104 3.5834 -9.4752
H 0.1878 4.0704 -8.8644
H 1.6457 5.1557 -9.0533
H 2.3596 5.7887 -6.9462
H 0.7040 5.5332 -6.5651
H 1.9045 4.8751 -5.4314
H 2.3523 1.3725 -9.4983
H 3.7621 0.3466 -9.1266
H 3.9523 2.0766 -9.4242
H 4.4408 4.2318 -7.0633
C -1.3643 -3.0731 -6.3082
C -2.8726 -3.0763 -5.9129
C -3.3436 -4.5316 -5.8506
C -3.1322 -5.2339 -4.5378
C -3.5503 -4.3169 -3.3998
C -2.7586 -3.0246 -3.3601
N -2.9966 -2.3986 -4.6363
O -2.4700 -1.0540 -4.6965
C -3.4490 -2.2310 -2.2569
C -1.2810 -3.2236 -3.0542
C -3.5755 -2.3595 -7.0362
H -1.2359 -3.5844 -7.2677
H -0.8329 -3.7520 -5.6366
H -0.9671 -2.0650 -6.3054
H -4.3687 -4.5605 -6.2192
H -2.6985 -5.0670 -6.5539
H -2.0565 -5.3747 -4.3427
H -3.4922 -6.2599 -4.4736
H -3.4303 -4.7840 -2.4103
H -4.6443 -4.2391 -3.4432
H -3.3396 -2.7460 -1.3058
H -2.9840 -1.2438 -2.1578
H -4.4844 -2.0584 -2.5424
H -0.7222 -2.3354 -3.3715
H -1.1868 -3.3198 -1.9668
H -0.7315 -4.0302 -3.5362
H -4.6734 -2.4058 -6.9790
H -3.3866 -2.8214 -8.0050
H -3.3033 -1.3049 -7.0098
H -3.2829 -0.5938 -4.4595
```

The value obtained for the HOMO-LUMO gap is 8.21 eV. As for the calculated total energy: -79064.229 eV. Its charge is 0.